C4H12O | ωB97M-V/def2-TZVPD

Bonds (Å) are listed after each position.
Positions of all 17 atoms, in Å:
1 C -0.62 -1.43 -1.94  C2 1.549, H4 1.075, H5 1.118, H6 1.130
2 C 0.23 -0.16 -1.74  C1 1.549, O3 1.456, H7 1.024, H8 1.072
3 O 1.48 -0.13 -2.49  C2 1.456, H9 0.999
4 H -0.06 -2.26 -1.56  C1 1.075
5 H -0.70 -1.67 -3.03  C1 1.118
6 H -1.64 -1.20 -1.51  C1 1.130
7 H -0.23 0.67 -2.12  C2 1.024
8 H 0.56 -0.20 -0.72  C2 1.072
9 H 1.91 -1.02 -2.41  O3 0.999
10 C 0.15 0.25 1.98  C11 1.553, H12 1.126, H13 1.059, H14 1.159
11 C -0.42 1.60 2.51  C10 1.553, H15 1.154, H16 1.103, H17 1.122
12 H -0.60 -0.58 2.10  C10 1.126
13 H 1.15 0.00 2.21  C10 1.059
14 H 0.34 0.31 0.83  C10 1.159
15 H -0.72 2.17 1.55  C11 1.154
16 H -1.20 1.50 3.28  C11 1.103
17 H 0.38 2.15 3.08  C11 1.122

For the total energy, the calculation gives -6388.609 eV. The energy relative to the best compared isomer or geometry (same formula, charge and spin) is 145.9 kJ/mol. The calculation puts the maximum force at 3.8 eV Å⁻¹. The HOMO energy comes out at -10.1 eV. The calculation puts the HOMO-LUMO gap at 11.0472 eV.